Entry 1:
Entry from the Open Molecules 2025 dataset: a molecular structure, C5H9CoO3 (ωB97M-V with the def2-TZVPD basis set).

Geometry as XYZ:
```
18
Properties=species:S:1:pos:R:3:forces:R:3
H -1.572 -0.413 2.018 0.49 -0.31 -0.25
H 0.622 0.969 -2.468 1.52 -1.10 -0.55
H -1.737 -0.255 -0.786 1.20 0.73 -2.03
O 1.969 0.143 -0.939 -1.79 0.82 -2.44
H -1.910 0.866 0.847 0.19 -0.03 0.36
C 0.405 1.908 0.794 0.55 1.46 0.28
C -1.183 -0.950 -0.114 2.08 -2.88 1.28
C 1.181 0.956 -1.513 0.41 0.54 3.30
H 1.304 2.204 1.348 -0.29 -0.30 0.11
C -1.224 0.038 1.079 -2.40 1.86 0.20
H -0.327 2.346 -1.175 0.28 0.09 0.03
O 0.106 0.571 1.199 -0.31 -1.17 0.15
H 1.237 3.014 -0.876 0.13 -0.11 0.02
O -0.225 -1.846 0.257 -0.29 1.02 -2.18
Co 1.364 -0.838 0.646 0.81 -0.56 0.23
H -0.415 2.554 1.133 0.25 -0.10 -0.10
C 0.641 2.107 -0.698 -1.27 -0.18 -0.87
H -1.233 -1.440 -1.417 -1.58 0.21 2.46
```
Positions in Å, forces in eV/Å.

Orbital gap (spin up / spin down) = 7.18 / 9.18 eV
Multiplicity = 5
Lowest unoccupied orbital energy (spin up / spin down) = -10.608 / -10.568 eV
E_HOMO (spin up / spin down) = -17.785 / -19.746 eV
Net charge = +2

***

Entry 2:
Entry from the Open Molecules 2025 dataset: 2 unconnected molecules or ions with the total composition C4H8NO (ωB97M-V with the def2-TZVPD basis set).

Geometry as XYZ:
```
14
Properties=species:S:1:pos:R:3:forces:R:3
H -0.476 -0.738 1.319 1.93 -2.28 3.74
N 0.035 -0.254 -0.667 -4.77 0.49 -1.28
H -0.649 0.425 -1.294 2.54 -2.17 0.87
H -3.435 1.019 -0.468 0.64 0.19 -0.54
H 0.128 -1.249 -1.002 0.00 1.46 -0.29
C -2.056 0.198 0.552 -1.51 0.71 -1.57
H 4.094 -0.094 -0.895 -0.70 0.56 -0.05
H 2.069 0.432 1.634 -0.55 0.34 0.83
C 2.604 0.394 0.739 1.35 -0.30 -1.88
C -0.864 -0.337 0.514 0.04 1.34 -2.13
H -2.811 0.079 1.348 0.89 0.10 -0.20
H 0.944 0.139 -0.478 0.91 0.48 0.11
O -2.473 0.876 -0.574 -0.81 -0.39 1.11
C 3.291 0.251 -0.249 0.03 -0.53 1.29
```
Positions in Å, forces in eV/Å.

Orbital gap = 11.18 eV
Lowest unoccupied orbital energy = -3.348 eV
E_HOMO = -14.528 eV
Net charge = +1